A structure of composition C4H6CrO7 at a distorted geometry, computed with ωB97M-V/def2-TZVPD.

Calculated values
Net charge: 0
Gap between HOMO and LUMO (spin up / spin down) (Eh): 0.06084 / 0.06109
LUMO level (spin up / spin down) (eV): -4.509 / -4.508
Multiplicity: 5
Calculated total energy (eV): -46994.97672
M (g mol⁻¹): 218.1
Energy relative to the best compared isomer or geometry (same formula, charge and spin) (kcal/mol): 76.1

Each line ends with the natural charge from an NBO analysis.
Atoms and positions in Å:
1 O -1.5122 0.2922 -4.0654  -0.701
2 C -1.5456 0.1360 -2.8137  0.965
3 O -2.6116 0.3251 -2.1647  -0.714
4 O -0.4080 -0.1555 -2.2032  -0.441
5 O 0.8475 -1.2669 0.9476  -0.770
6 C 0.9651 -0.7303 -0.3390  -0.069
7 C -0.4168 -0.2799 -0.7786  -0.099
8 Cr -3.5046 0.6229 -3.9306  1.493
9 H 1.3415 -1.4841 -1.0525  0.147
10 H 1.6567 0.1289 -0.3558  0.191
11 H -0.6740 0.6848 -0.3228  0.210
12 H -1.1677 -1.0230 -0.4782  0.198
13 C 1.3916 0.6311 2.9452  0.938
14 O 1.8145 1.6858 2.4331  -0.783
15 O 0.0919 0.6143 3.4187  -0.770
16 H -0.0789 1.4718 3.8232  0.470
17 O 2.0906 -0.3662 3.3460  -0.816
18 H 1.7201 -1.2869 1.5906  0.552


A cluster of 2 separate species, C5H12N4OP in total at a distorted geometry, computed with ωB97M-V/def2-TZVPD.

Calculated values
Net charge: +1
Gap between HOMO and LUMO (Eh): 0.28701
LUMO level (eV): -5.660
Multiplicity: 1
Calculated total energy (eV): -22667.80134
M (g mol⁻¹): 175.2
Energy relative to the best compared isomer or geometry (same formula, charge and spin) (kcal/mol): 14.6

Each line ends with the natural charge from an NBO analysis.
Atoms and positions in Å:
1 O -0.3824 1.4991 1.6478  -1.038
2 P -1.7219 1.3746 0.9611  1.584
3 N -1.7491 -0.2169 0.1551  -0.909
4 C -1.3923 -0.3697 -1.1227  0.766
5 N -2.0280 -1.0569 -2.1809  -0.626
6 C -0.8571 -1.7205 -2.8714  -0.232
7 C 0.2348 -0.5975 -2.7044  -0.275
8 N -0.1452 0.2090 -1.4847  -0.533
9 H -1.8665 2.3422 -0.0781  -0.021
10 H -2.8291 1.4296 1.8605  -0.003
11 H -2.0054 -1.0429 0.6971  0.469
12 H -2.5904 -0.4831 -2.8144  0.442
13 H -1.1394 -2.0101 -3.8995  0.260
14 H -0.6260 -2.5449 -2.1545  0.214
15 H 1.2754 -0.9651 -2.5292  0.243
16 H 0.3841 0.0143 -3.6286  0.239
17 H 0.4715 -0.2206 -0.7805  0.419
18 C 2.3831 0.6294 3.6123  -0.730
19 C 3.7595 0.9237 3.2213  0.278
20 N 4.8399 1.1524 2.9112  -0.317
21 H 2.0852 1.2044 4.4894  0.259
22 H 1.6821 0.8693 2.8117  0.262
23 H 2.2551 -0.4264 3.8551  0.247


A structure of composition C7H14O3P at a distorted geometry, computed with ωB97M-V/def2-TZVPD.

Calculated values
Net charge: +1
Gap between HOMO and LUMO (Eh): 0.36859
LUMO level (eV): -4.337
Multiplicity: 1
Calculated total energy (eV): -22908.84178
M (g mol⁻¹): 177.2
Energy relative to the best compared isomer or geometry (same formula, charge and spin) (kcal/mol): 47.1

Each line ends with the natural charge from an NBO analysis.
Atoms and positions in Å:
1 C 1.3129 -0.4018 1.4437  -0.247
2 C 1.4542 0.8738 1.1994  -0.246
3 C 0.2677 -1.2889 0.6997  0.255
4 C -0.8082 -1.6241 1.7509  -0.607
5 C 0.8572 -2.6093 0.1660  -0.602
6 C 1.2824 0.9897 -2.5000  -0.238
7 C -2.4117 2.5178 -0.3145  -0.265
8 O -0.3636 -0.6275 -0.3471  -0.785
9 O -0.0101 1.3257 -1.8861  -0.802
10 O -1.7897 1.2959 -0.0988  -0.775
11 P -0.3332 0.9113 -0.3684  2.176
12 H 1.6478 -0.9486 2.2417  0.251
13 H 2.1056 1.8145 1.3694  0.290
14 H -0.2513 -1.9959 2.5455  0.216
15 H -1.5572 -2.3451 1.2807  0.244
16 H -1.2506 -0.6227 1.9293  0.211
17 H 1.8587 -2.4070 -0.3717  0.218
18 H 0.1906 -3.0441 -0.4818  0.236
19 H 1.0161 -3.2079 0.9758  0.222
20 H 1.0656 0.3833 -3.3338  0.216
21 H 1.8901 0.5264 -1.7592  0.190
22 H 1.6509 1.8730 -2.9509  0.216
23 H -2.4526 2.8082 -1.3345  0.206
24 H -1.9529 3.3662 0.0758  0.198
25 H -3.4187 2.4368 0.0690  0.224


A structure of composition C7H8N2O2S at a distorted geometry, computed with ωB97M-V/def2-TZVPD.

Calculated values
Net charge: 0
Gap between HOMO and LUMO (Eh): 0.35891
LUMO level (eV): 0.232
Multiplicity: 1
Calculated total energy (eV): -25297.90768
M (g mol⁻¹): 184.2
Energy relative to the best compared isomer or geometry (same formula, charge and spin) (kcal/mol): 43.2

Each line ends with the natural charge from an NBO analysis.
Atoms and positions in Å:
1 C -1.6033 1.3123 1.9147  -0.185
2 C -1.9702 1.0520 0.6212  -0.212
3 C -0.3065 1.0156 2.4821  -0.202
4 C -0.9941 0.4749 -0.2339  -0.142
5 C 0.5752 0.3268 1.6592  -0.184
6 C 0.1963 0.0412 0.3767  -0.149
7 C 1.1928 -0.6809 -0.4235  0.489
8 N 0.8521 -1.2783 -1.5231  -0.762
9 N 2.5187 -0.5047 -0.1210  -0.791
10 O -1.7264 -0.3481 -2.8774  -0.918
11 O -0.2200 -1.7589 -4.2086  -0.897
12 S -0.9459 -1.5839 -2.9761  1.701
13 H -2.4558 1.5602 2.5837  0.214
14 H -2.8810 1.5538 0.2696  0.229
15 H 0.0711 1.3223 3.3958  0.214
16 H -1.2803 0.2220 -1.1928  0.258
17 H 1.4978 0.0332 2.1412  0.195
18 H 1.6789 -1.4676 -2.1071  0.352
19 H 2.7165 -0.2485 0.8872  0.404
20 H 3.0844 -1.0435 -0.6679  0.387


The ion C3H2BrN2S with charge -1 at a distorted geometry, computed with ωB97M-V/def2-TZVPD.

Calculated values
Net charge: -1
Gap between HOMO and LUMO (Eh): 0.23694
LUMO level (eV): 3.277
Multiplicity: 1
Calculated total energy (eV): -87001.58651
M (g mol⁻¹): 178.0
Energy relative to the best compared isomer or geometry (same formula, charge and spin) (kcal/mol): 0.0

Each line ends with the natural charge from an NBO analysis.
Atoms and positions in Å:
1 C -0.5180 1.3184 -0.0341  -0.113
2 C -0.9754 -0.7786 0.0343  0.096
3 C 0.8385 0.4363 -0.0581  -0.048
4 N -1.4949 0.4394 0.0123  -0.487
5 N 0.3807 -0.8235 0.0000  -0.463
6 S 1.2957 -2.2540 0.0011  -0.421
7 Br 2.6167 0.9598 0.0181  0.064
8 H -0.5827 2.3792 -0.0641  0.185
9 H -1.5606 -1.6770 0.0905  0.186


A cluster of 3 separate species, C30H59N9O5P2 in total at a distorted geometry, computed with ωB97M-V/def2-TZVPD.

Calculated values
Net charge: 0
Gap between HOMO and LUMO (Eh): 0.29248
LUMO level (eV): -0.005
Multiplicity: 1
Calculated total energy (eV): -74286.71849
M (g mol⁻¹): 687.8

Each line ends with the Mulliken charge.
Atoms and positions in Å:
1 C 0.7370 -4.9419 1.5685  -1.412
2 C -0.0404 -4.7482 0.2412  -0.417
3 C 0.0128 -3.2665 -0.2094  -0.114
4 C -0.2525 -2.3844 1.0178  -1.795
5 C -0.9301 -2.9459 -1.4009  2.591
6 C -0.9095 -4.1607 -2.2537  -0.583
7 N -0.8750 -5.1138 -2.8881  -0.685
8 C -0.4529 -1.7783 -2.3390  -2.834
9 C 0.6623 -0.8998 -1.8148  0.784
10 C 0.4947 0.2491 -1.0598  0.387
11 C 1.5941 0.9571 -0.6008  -1.361
12 C 2.8919 0.5722 -0.8811  1.094
13 C 4.1078 1.3037 -0.3791  -1.810
14 C 3.0708 -0.5591 -1.6781  -1.078
15 C 1.9713 -1.2647 -2.1171  -0.158
16 C -2.4407 -2.7298 -1.0196  1.562
17 C -3.2166 -2.8990 -2.2862  0.058
18 N -3.7911 -3.0933 -3.2594  -0.595
19 C -2.8285 -1.3126 -0.4998  -0.250
20 C -3.5508 -1.2950 0.8489  -0.230
21 O -4.0323 0.0277 1.0967  -0.578
22 O -2.9014 -3.7083 -0.0863  -0.437
23 N -3.8999 -4.6249 -0.5804  0.079
24 O -3.9246 -5.5621 0.0889  -0.310
25 H 0.1157 -4.8025 2.4468  0.298
26 H 1.1551 -5.9481 1.5594  0.430
27 H 1.6047 -4.2811 1.5825  0.356
28 H -1.0579 -5.0746 0.4320  0.042
29 H 0.4774 -5.3835 -0.4719  0.660
30 H 1.0628 -3.1176 -0.4617  0.659
31 H -0.5453 -1.3733 0.7431  0.296
32 H -1.0774 -2.7681 1.6146  0.093
33 H 0.6368 -2.2578 1.6255  0.631
34 H -1.2744 -1.1332 -2.6539  0.594
35 H -0.0765 -2.2246 -3.2564  0.497
36 H -0.4967 0.6102 -0.8247  0.475
37 H 1.4334 1.8368 0.0100  0.474
38 H 4.5493 0.7567 0.4553  0.312
39 H 4.8602 1.2853 -1.1675  0.426
40 H 3.9054 2.3279 -0.0794  0.395
41 H 4.0693 -0.8750 -1.9504  0.354
42 H 2.1333 -2.1413 -2.7354  0.554
43 H -3.5500 -0.8823 -1.1949  0.596
44 H -1.9944 -0.6200 -0.4599  -0.905
45 H -4.4451 -1.9112 0.8040  0.347
46 H -2.9009 -1.6217 1.6596  0.189
47 H -3.4602 0.6441 0.6318  0.333
48 O -1.3169 -1.3514 4.2132  -0.829
49 P -0.7342 -0.5152 5.3063  0.491
50 N -0.7272 -1.6142 6.6323  0.386
51 C -1.4509 -1.6100 7.8827  -1.043
52 C 0.0947 -2.7979 6.4588  -1.000
53 N -1.9562 0.7235 5.3949  0.184
54 C -3.0076 0.7370 6.4029  -1.158
55 C -2.5285 1.0454 4.0867  -1.147
56 N 0.4885 0.5514 5.8878  0.174
57 C 1.8061 0.4008 5.2679  -0.960
58 C 0.5788 0.9940 7.2488  -0.792
59 H -0.7600 -1.6348 8.7368  0.340
60 H -2.1086 -2.4848 7.9626  0.346
61 H -2.0749 -0.7338 8.0114  0.279
62 H 1.0997 -2.6601 6.8825  0.245
63 H 0.2085 -3.0471 5.4016  0.163
64 H -0.3616 -3.6656 6.9402  0.386
65 H -3.4701 -0.2470 6.5522  0.399
66 H -3.8006 1.4212 6.1012  0.414
67 H -2.6480 1.1167 7.3632  0.266
68 H -3.3141 0.3464 3.7826  0.462
69 H -1.7600 1.0341 3.3129  0.178
70 H -2.9455 2.0540 4.1105  0.493
71 H 2.3835 -0.4277 5.7049  0.298
72 H 2.3901 1.3179 5.3723  0.342
73 H 1.7034 0.2064 4.1973  0.282
74 H 1.1546 0.3018 7.8800  0.283
75 H -0.3938 1.1507 7.7114  0.161
76 H 1.0845 1.9629 7.2607  0.361
77 O 0.6130 2.6794 -3.3215  -0.734
78 P 1.2876 3.2502 -4.5275  0.439
79 N 0.0695 4.2966 -5.1551  0.349
80 C -0.6879 4.2542 -6.3848  -1.021
81 C -0.3311 5.3848 -4.2831  -1.122
82 N 1.5246 1.7852 -5.4407  0.278
83 C 0.6524 1.3776 -6.5339  -1.265
84 C 1.8194 0.6328 -4.5898  -1.553
85 N 2.6446 4.0132 -5.2677  0.203
86 C 3.4510 4.8603 -4.3874  -0.929
87 C 2.6569 4.4773 -6.6244  -0.809
88 H -0.5530 5.1793 -6.9622  0.339
89 H -1.7612 4.1413 -6.1854  0.338
90 H -0.4006 3.4363 -7.0346  0.285
91 H 0.2282 6.3062 -4.4996  0.239
92 H -0.1641 5.1307 -3.2343  0.285
93 H -1.3965 5.6007 -4.3899  0.386
94 H -0.4132 1.4961 -6.2984  0.432
95 H 0.8145 0.3245 -6.7639  0.420
96 H 0.8788 1.9132 -7.4599  0.302
97 H 0.9147 0.1844 -4.1709  0.807
98 H 2.4660 0.9129 -3.7623  0.110
99 H 2.3529 -0.1255 -5.1684  0.488
100 H 3.0161 5.8624 -4.2549  0.301
101 H 4.4631 4.9755 -4.7817  0.341
102 H 3.5422 4.4038 -3.3986  0.267
103 H 2.2720 5.5026 -6.7228  0.290
104 H 2.0953 3.8345 -7.2997  0.158
105 H 3.6904 4.4684 -6.9801  0.363


Which of these has the highest multiplicity?
C4H6CrO7